Formula: C13H21BF6O8S
Source: the Open Molecules 2025 dataset
Level of theory: ωB97M-V/def2-TZVPD

E_tot: -58017.7710 eV
multiplicity: 1
maximum force: 3.96 eV Å⁻¹
Kohn-Sham gap: 10.774 eV
relative energy (zero: lowest compared OMol25 entry of this formula, charge and spin): 6.4 kcal per mole
SMILES: O=C(O)CCCBC[SH](=O)=O.CCOC(=O)C(F)(F)F.CCOC(=O)C(F)(F)F
total charge: 0
HOMO level: -10.61 eV

Each atom is followed by the atoms it is bonded to, with distances in Å.
CARTESIAN COORDINATES (ANGSTROEM)
1 O 2.95072 0.51748 1.56399  C2 1.160
2 C 2.34634 -0.18143 0.86248  O1 1.160, O3 1.336, C4 1.497
3 O 2.77035 -1.42580 0.62377  C2 1.336, H12 0.966
4 C 1.06021 0.20255 0.20044  C2 1.497, C5 1.505, H13 1.080, H14 1.081
5 C 1.09395 1.60386 -0.34841  C4 1.505, C6 1.552, H15 1.078, H16 1.080
6 C -0.30086 2.01835 -0.88870  C5 1.552, B7 1.560, H17 1.079, H18 1.073
7 B -1.17825 2.36972 0.35238  C6 1.560, C8 1.589, H19 1.191
8 C -2.21695 1.38282 1.03937  B7 1.589, S9 1.768, H20 1.083, H21 1.084
9 S -3.01318 0.34309 -0.14903  C8 1.768, O10 1.421, O11 1.423, H22 1.350
10 O -2.15544 -0.73125 -0.50988  S9 1.421
11 O -3.40470 1.18486 -1.22690  S9 1.423
12 H 2.06537 -1.89198 0.15612  O3 0.966
13 H 0.84402 -0.46800 -0.61864  C4 1.080
14 H 0.27567 0.03748 0.92551  C4 1.081
15 H 1.77717 1.68531 -1.17822  C5 1.078
16 H 1.44349 2.29251 0.40614  C5 1.080
17 H -0.18471 2.88900 -1.51572  C6 1.079
18 H -0.67865 1.17880 -1.44042  C6 1.073
19 H -1.02632 3.43969 0.85348  B7 1.191
20 H -2.96514 1.97747 1.54911  C8 1.083
21 H -1.76495 0.74284 1.78861  C8 1.084
22 H -4.15754 -0.10407 0.41087  S9 1.350
23 C -5.26632 -6.14456 2.02444  C24 1.513, H32 1.090, H33 1.089, H34 1.089
24 C -4.94000 -5.46273 3.33543  C23 1.513, O25 1.443, H35 1.087, H36 1.089
25 O -4.47262 -4.11473 3.12222  C24 1.443, C26 1.323
26 C -5.40362 -3.19876 2.90863  O25 1.323, O27 1.194, C28 1.537
27 O -6.58566 -3.36689 2.87643  C26 1.194
28 C -4.73605 -1.82437 2.74314  C26 1.537, F29 1.349, F30 1.343, F31 1.339
29 F -3.67308 -1.88551 1.91474  C28 1.349
30 F -4.30681 -1.36050 3.92824  C28 1.343
31 F -5.59509 -0.92804 2.24151  C28 1.339
32 H -4.40655 -6.11329 1.35474  C23 1.090
33 H -5.54033 -7.18414 2.19804  C23 1.089
34 H -6.09418 -5.64992 1.51806  C23 1.089
35 H -4.12473 -5.97839 3.83720  C24 1.087
36 H -5.79352 -5.45777 4.01152  C24 1.089
37 C 5.19824 1.98453 -1.04635  C38 1.512, H46 1.090, H47 1.090, H48 1.090
38 C 5.18106 3.36933 -1.65422  C37 1.512, O39 1.441, H49 1.088, H50 1.089
39 O 5.95121 3.41957 -2.87130  C38 1.441, C40 1.325
40 C 5.35011 2.96281 -3.96022  O39 1.325, O41 1.196, C42 1.538
41 O 4.24168 2.51997 -4.03189  C40 1.196
42 C 6.28528 3.12385 -5.17027  C40 1.538, F43 1.344, F44 1.346, F45 1.334
43 F 7.52991 2.70680 -4.88324  C42 1.344
44 F 6.35113 4.41869 -5.53224  C42 1.346
45 F 5.83703 2.42002 -6.21144  C42 1.334
46 H 6.22386 1.64693 -0.89464  C37 1.090
47 H 4.67889 1.97523 -0.08835  C37 1.090
48 H 4.71621 1.26154 -1.70468  C37 1.090
49 H 5.64839 4.08291 -0.97953  C38 1.088
50 H 4.16496 3.71415 -1.84234  C38 1.089